{"formula": "C15H17N3OS", "method": "ωB97M-V/def2-TZVPD", "smiles": "[H]/N=C1/C(c2nc3ccccc3s2)=C(O)CN1CCCC", "homo_ev": -8.073, "de_lowest_ev": 0.313, "fmax_ev_per_a": 1.02, "species": ["C", "C", "C", "H", "H", "C", "N", "C", "N", "H", "C", "C", "O", "H", "C", "H", "H", "C", "N", "C", "C", "C", "C", "C", "C", "S", "H", "H", "H", "H", "H", "H", "H", "H", "H", "H", "H"], "positions_angstrom": [[4.424, 2.641, 2.337], [4.775, 1.536, 1.347], [3.550, 0.917, 0.676], [3.881, 0.251, -0.124], [2.942, 1.703, 0.223], [2.676, 0.115, 1.650], [1.548, -0.500, 1.004], [0.355, 0.133, 0.728], [-0.091, 1.265, 1.077], [0.531, 1.830, 1.645], [-0.413, -0.797, -0.096], [0.329, -1.905, -0.339], [-0.029, -2.966, -1.049], [-0.948, -2.797, -1.370], [1.663, -1.771, 0.327], [2.476, -1.779, -0.411], [1.845, -2.589, 1.036], [-1.734, -0.597, -0.587], [-2.335, -1.489, -1.314], [-3.588, -1.083, -1.666], [-4.494, -1.804, -2.440], [-5.727, -1.249, -2.706], [-6.072, 0.009, -2.214], [-5.187, 0.739, -1.445], [-3.945, 0.192, -1.171], [-2.631, 0.863, -0.239], [-5.450, 1.713, -1.063], [-7.045, 0.419, -2.438], [-6.440, -1.796, -3.305], [-4.218, -2.776, -2.816], [2.295, 0.772, 2.436], [3.272, -0.671, 2.126], [5.419, 1.952, 0.570], [5.340, 0.753, 1.859], [3.816, 3.403, 1.855], [3.876, 2.249, 3.190], [5.331, 3.113, 2.709]], "forces_ev_per_angstrom": [[0.136, -0.176, -0.092], [-0.187, 0.092, -0.101], [0.126, -0.131, 0.259], [-0.066, -0.006, -0.060], [-0.042, -0.005, -0.070], [0.056, 0.297, -0.240], [-0.030, -0.064, 0.075], [0.295, -0.518, -0.023], [-0.286, 0.704, 0.170], [0.148, -0.124, 0.000], [0.515, -0.496, -0.060], [-0.485, 0.385, -0.033], [0.338, 0.070, 0.194], [-0.041, 0.113, 0.035], [0.129, -0.304, -0.062], [-0.066, -0.035, -0.004], [-0.032, 0.005, -0.089], [-0.323, 0.534, 0.130], [0.684, -0.521, 0.040], [-0.755, 0.690, 0.015], [0.067, 0.032, 0.046], [-0.021, -0.094, -0.058], [-0.066, 0.128, 0.036], [-0.074, 0.046, -0.010], [0.360, -0.385, -0.032], [-0.256, -0.331, -0.288], [-0.084, 0.112, 0.020], [-0.078, 0.039, -0.015], [-0.054, -0.045, -0.047], [0.021, -0.111, -0.048], [0.069, -0.115, 0.049], [-0.037, 0.071, 0.064], [0.071, -0.074, 0.032], [0.101, -0.030, -0.042], [-0.082, 0.118, -0.012], [-0.075, 0.037, 0.126], [0.023, 0.092, 0.094]]}


{"formula": "C4H5N3", "method": "ωB97M-V/def2-TZVPD", "smiles": "N/N=C1\\C=CN=C1", "homo_ev": -9.434, "de_lowest_ev": 3.691, "fmax_ev_per_a": 6.65, "species": ["C", "C", "C", "C", "H", "H", "H", "H", "H", "N", "N", "N"], "positions_angstrom": [[-0.072, -0.505, -0.209], [0.491, 0.911, -0.176], [1.718, 0.747, 0.005], [1.101, -1.379, -0.167], [-3.156, -0.289, 0.451], [-2.116, 0.939, 0.511], [-0.034, 1.851, -0.445], [2.475, 1.560, 0.090], [1.078, -2.521, -0.221], [-2.308, 0.097, -0.058], [-1.327, -0.823, 0.021], [2.150, -0.590, 0.199]], "forces_ev_per_angstrom": [[-2.844, 1.802, 0.352], [-6.388, 0.160, -1.832], [6.364, 0.668, 1.738], [1.954, 1.014, 2.246], [1.282, 0.239, -1.226], [0.340, -0.032, -0.809], [0.336, -0.930, 0.483], [-0.516, -0.913, -0.089], [0.313, 1.962, 0.309], [-1.532, 0.474, 2.572], [2.527, -1.364, -1.568], [-1.835, -3.081, -2.174]]}


{"formula": "C2H6NaS2", "method": "ωB97M-V/def2-TZVPD", "homo_ev": -11.492, "de_lowest_ev": 0.358, "fmax_ev_per_a": 0.57, "total_charge": 1, "species": ["S", "S", "C", "C", "H", "H", "H", "H", "H", "H", "Na"], "positions_angstrom": [[0.928, 1.798, -0.252], [-0.751, 0.792, 0.355], [0.194, -1.571, -0.817], [-0.149, -0.915, 0.510], [0.792, 1.651, -1.587], [-0.683, -1.575, -1.485], [0.517, -2.613, -0.653], [1.012, -1.023, -1.314], [-0.986, -1.438, 1.013], [0.713, -0.916, 1.204], [-1.588, 5.811, 3.025]], "forces_ev_per_angstrom": [[-0.045, 0.018, -0.161], [0.033, -0.019, 0.020], [-0.030, -0.023, -0.225], [0.091, -0.287, 0.486], [0.031, 0.049, 0.158], [0.362, -0.021, 0.231], [-0.085, 0.412, -0.089], [-0.285, -0.280, 0.160], [0.353, 0.213, -0.198], [-0.450, 0.002, -0.339], [0.024, -0.065, -0.045]]}


{"formula": "C5H11NO2", "method": "ωB97M-V/def2-TZVPD", "homo_ev": -9.126, "de_lowest_ev": 3.665, "fmax_ev_per_a": 3.01, "species": ["C", "C", "O", "H", "H", "H", "H", "H", "H", "C", "C", "C", "N", "O", "H", "H", "H", "H", "H"], "positions_angstrom": [[0.944, 0.091, -1.628], [1.249, -1.270, -1.083], [-1.212, 0.749, -1.264], [-1.754, -0.065, -1.204], [1.803, 0.725, -1.799], [0.397, 0.067, -2.568], [0.350, -1.777, -0.739], [1.708, -1.870, -1.877], [1.924, -1.199, -0.236], [-0.599, -0.148, 2.382], [-1.139, -0.150, 0.987], [-0.717, 1.031, 0.099], [0.678, 1.165, 0.032], [-1.884, -1.004, 0.552], [0.894, 2.110, -0.273], [-1.246, 1.932, 0.449], [0.479, 0.002, 2.348], [-1.028, 0.692, 2.933], [-0.846, -1.081, 2.889]], "forces_ev_per_angstrom": [[2.141, 1.320, 1.651], [0.048, 0.216, 0.099], [-1.152, 0.465, 1.538], [0.015, 0.373, 0.211], [0.543, -0.392, -0.105], [-0.637, 0.412, 0.722], [-0.107, -0.107, -0.133], [-0.064, -0.038, 0.098], [0.148, -0.057, -0.002], [0.010, -0.181, 0.108], [-0.172, -0.003, -0.032], [-1.618, -0.623, -1.591], [0.399, -1.474, -2.505], [0.249, 0.172, 0.140], [0.035, -0.077, -0.215], [0.183, -0.117, 0.078], [-0.019, 0.023, 0.008], [0.020, 0.000, -0.021], [-0.022, 0.087, -0.049]]}